No. 1
Computed, not measured: C50H71BeN6O7 as an isolated structure at a distorted geometry, with ωB97M-V/def2-TZVPD.

Atoms and positions in Å:
1 O -8.112888 12.209830 14.835740
2 O -0.323822 12.058140 18.071227
3 O -4.038790 6.234183 22.113117
4 O -3.479041 9.003936 20.337572
5 O -8.844128 6.014220 16.074722
6 O -0.376573 8.460618 20.111832
7 O -10.935846 9.799278 18.667650
8 N -3.524207 8.669332 23.835412
9 N -0.895176 9.939931 22.520777
10 N -8.134622 5.704867 21.989046
11 N -3.315524 15.168878 16.587016
12 N -7.223533 13.078787 22.436260
13 N -2.543226 8.940208 13.876480
14 C 0.027580 10.199439 23.469168
15 C -4.727094 9.895729 14.272918
16 C -6.024049 8.883764 20.056367
17 C -4.933144 10.192338 25.743749
18 C 1.625510 8.323440 18.752708
19 C -5.348404 14.575456 22.693629
20 C -6.428350 12.249198 21.720748
21 C -7.656432 10.939788 16.791101
22 C -9.304408 10.663107 20.112471
23 C -9.241127 6.327661 17.176361
24 C -5.000439 13.564623 15.926980
25 C -5.113789 12.560480 21.408436
26 C -11.654087 11.758160 19.869937
27 C -5.287006 5.205537 20.384350
28 C -4.948626 8.948162 15.258878
29 C -10.083559 4.481134 21.286113
30 C -8.499425 11.820807 15.909336
31 C -3.380381 14.633446 17.828392
32 C -3.211757 8.654770 25.155321
33 C -0.969281 12.894387 15.938517
34 C -1.004270 11.888753 17.076733
35 C -2.008882 10.783907 17.004470
36 C -4.939485 13.037391 17.184496
37 C -10.772219 5.681644 21.218505
38 C 0.595263 12.345752 22.616650
39 C -6.677059 14.207794 22.904786
40 C -4.589582 13.764378 21.874088
41 C -0.758105 7.673994 17.957969
42 C -2.830723 7.965055 14.756472
43 C -10.696635 6.298990 17.540393
44 C -5.283147 10.239223 24.385713
45 C -10.662444 10.662263 19.477311
46 C -4.174740 13.586665 18.212639
47 C -8.842243 6.842974 21.909345
48 C -8.745780 4.554974 21.674595
49 C -9.915397 12.242478 16.345077
50 C -4.173842 14.677757 15.680112
51 C -3.875212 9.402569 26.121201
52 C -3.495472 9.867921 13.608959
53 C -1.026102 10.906209 21.582314
54 C -4.567221 9.441636 23.519192
55 C -10.170411 6.885180 21.510522
56 C -4.643359 9.326240 19.585306
57 C 0.137337 8.206713 19.044764
58 C -8.304971 6.723999 18.290460
59 C -0.285327 12.085243 21.567749
60 C 0.802548 11.356947 23.579967
61 C -4.949327 4.104818 22.685645
62 C -4.671268 5.257771 21.734311
63 C -4.040115 7.943748 15.460743
64 Be -2.222721 7.795786 21.945490
65 H -6.006415 7.793136 20.058134
66 H -7.326098 6.296256 18.072937
67 H -4.666205 10.398766 19.353408
68 H -11.794214 5.658801 20.861440
69 H -4.219507 13.129525 19.187543
70 H -1.691546 10.058588 16.249971
71 H -4.671877 5.717207 19.643974
72 H -5.521585 12.173068 17.473229
73 H -1.812834 7.818747 18.195118
74 H -3.638180 9.319490 27.172490
75 H -5.680445 13.153478 15.193405
76 H -10.236694 13.008297 15.640438
77 H -0.646136 6.601799 17.782426
78 H -2.755404 15.132103 18.560828
79 H -11.922441 11.561305 20.909706
80 H -11.123518 12.692583 19.691695
81 H 0.145550 9.444484 24.236290
82 H -10.667628 7.838749 21.405015
83 H -8.320628 7.733652 22.236196
84 H -6.259081 9.180277 21.081548
85 H -4.854177 3.148092 22.176648
86 H -0.011984 12.977866 15.425705
87 H 2.107820 7.355893 18.921362
88 H -1.143707 13.884492 16.358951
89 H -4.792838 9.618643 22.473747
90 H 2.096513 9.027151 19.435682
91 H -5.414449 10.898622 26.406832
92 H -5.510656 4.186811 20.072606
93 H -2.091862 7.187527 14.895412
94 H -4.090424 15.120067 14.696113
95 H -8.817378 11.485174 19.579418
96 H -1.784756 12.662011 15.254149
97 H -5.994390 4.280389 22.964284
98 H -9.223945 10.642239 21.197450
99 H -10.935555 7.307417 17.888816
100 H -10.564174 11.367420 16.323834
101 H -8.739348 9.796858 19.768291
102 H -2.442764 7.952268 25.446600
103 H 1.429517 11.527405 24.441780
104 H -5.479068 10.603457 13.950423
105 H -8.346370 7.811649 18.201322
106 H -10.465424 3.550179 20.893148
107 H -3.560862 14.038299 21.678881
108 H -4.864079 15.479048 23.035286
109 H 1.849157 8.488740 17.700140
110 H -4.176186 7.144778 16.177207
111 H -0.579683 8.194542 17.016032
112 H -11.399082 6.052412 16.745850
113 H -6.216904 5.773508 20.445327
114 H 1.153003 13.271665 22.645963
115 H -7.351951 14.827298 23.480656
116 H -1.694540 10.696655 20.756654
117 H -5.852737 8.917894 15.852197
118 H -6.824091 9.216736 19.397328
119 H -0.418088 12.806277 20.774437
120 H -4.489311 11.895126 20.826509
121 H -7.491597 11.315532 17.800653
122 H -9.960155 12.774435 17.297781
123 H -5.951359 11.009660 24.030405
124 H -12.603089 11.695516 19.342294
125 H -2.133182 10.198991 17.916174
126 H -8.072646 3.706618 21.696632
127 H -6.848859 11.284971 21.466839
128 H -10.873741 5.544803 18.308919
129 H -6.672678 10.970268 16.320045
130 H -4.424788 4.154962 23.637050
131 H -3.308574 10.531202 12.776045
132 H -8.568614 6.343340 19.275541
133 H -7.960476 9.892680 16.809966
134 H -4.518176 8.842528 18.607337
135 H -2.974735 11.183988 16.692602

Forces on atoms 1 to 6 (eV/Å):
0.64 -0.21 -0.11
0.11 -0.22 -0.10
1.34 0.44 0.06
0.63 -0.32 1.47
0.16 0.38 0.33
0.46 -0.11 1.40

Calculated values
- energy (eV) = -76665.63752
- molecular weight (g/mol) = 877.16
- relative energy (zero: lowest compared OMol25 entry of this formula, charge and spin) (kcal per mole) = 43.29
- frontier orbital gap (eV) = 5.6
- charge = +1

Löwdin atomic charge list, values in e, 99 entries:
1 O 0.073
2 O 0.043
3 O -0.008
4 O -0.342
5 O 0.073
6 O 0.008
7 O 0.045
8 N 0.047
9 N 0.043
10 N 0.046
11 N 0.060
12 N 0.060
13 N 0.053
14 C -0.139
15 C -0.061
16 C -0.083
17 C -0.042
18 C 0.009
19 C -0.055
20 C -0.161
21 C -0.020
22 C -0.032
23 C -0.495
24 C -0.049
25 C -0.085
26 C -0.005
27 C -0.015
28 C -0.091
29 C -0.050
30 C -0.458
31 C -0.158
32 C -0.118
33 C -0.006
34 C -0.470
35 C -0.014
36 C -0.099
37 C -0.087
38 C -0.046
39 C -0.140
40 C -0.076
41 C -0.022
42 C -0.160
43 C -0.012
44 C -0.025
45 C -0.501
46 C -0.054
47 C -0.150
48 C -0.145
49 C -0.003
50 C -0.124
51 C -0.056
52 C -0.130
53 C -0.130
54 C -0.133
55 C -0.063
56 C -0.408
57 C -0.446
58 C -0.011
59 C -0.037
60 C -0.047
61 C 0.004
62 C -0.449
63 C -0.081
64 Be 0.993
65 H 0.044
66 H 0.083
67 H 0.077
68 H 0.114
69 H 0.064
70 H 0.070
71 H 0.095
72 H 0.070
73 H 0.070
74 H 0.113
75 H 0.090
76 H 0.082
77 H 0.097
78 H 0.106
79 H 0.088
80 H 0.082
81 H 0.102
82 H 0.105
83 H 0.101
84 H 0.046
85 H 0.090
86 H 0.090
87 H 0.095
88 H 0.068
89 H 0.077
90 H 0.089
91 H 0.117
92 H 0.094
93 H 0.099
94 H 0.107
95 H 0.079
96 H 0.071
97 H 0.077
98 H 0.090
99 H 0.071

=====

No. 2
Computed, not measured: C3H4O3Tl as an isolated structure at a distorted geometry, with ωB97M-V/def2-TZVPD.

Atoms and positions in Å:
1 Tl 1.262768 -1.807159 -1.627442
2 O 0.274090 0.218373 1.393654
3 O 1.242401 -0.080654 -0.569616
4 O -0.935932 0.266502 -0.688399
5 C -2.645177 -0.117378 0.889041
6 C -2.160440 -0.206337 -0.390278
7 C 0.382929 0.384353 0.148774
8 H -3.651518 0.301306 0.971226
9 H -0.889001 0.068126 1.681115
10 H -2.517040 -0.977852 1.550115
11 H -2.693713 -0.643527 -1.240335

Forces on atoms 1 to 6 (eV/Å):
0.59 -4.83 -3.11
-4.79 0.65 1.64
-0.23 6.70 2.99
-2.85 -1.07 -0.38
-1.71 -0.75 1.52
4.68 1.97 -1.58

Calculated values
- multiplicity = 2
- energy (eV) = -13987.35510
- molecular weight (g/mol) = 292.44
- relative energy (zero: lowest compared OMol25 entry of this formula, charge and spin) (kcal per mole) = 89.97
- frontier orbital gap (alpha / beta) (eV) = 8.4 / 7.3
- charge = +2

Atomic charges from the Löwdin analysis, expressed in e, are listed below:
1 Tl 1.237
2 O 0.231
3 O -0.155
4 O 0.055
5 C 0.198
6 C 0.051
7 C -0.409
8 H 0.156
9 H 0.281
10 H 0.157
11 H 0.198

=====

No. 3
Computed, not measured: a 11-piece molecular cluster, C42H86O11 overall at a distorted geometry, with ωB97M-V/def2-TZVPD.

Atoms and positions in Å:
1 O 1.694568 -4.483447 1.664679
2 O 0.387203 -4.487299 -3.406524
3 O 4.878203 -0.025783 -1.563300
4 O -2.799972 -0.710430 -0.183495
5 O 2.989393 1.551651 2.679213
6 O -0.011518 3.999951 2.596145
7 O 0.453420 -0.506401 1.348560
8 O -1.145740 5.227689 -2.479404
9 O -2.530587 -3.841037 2.357932
10 O 1.383524 0.236181 -3.783754
11 O 0.611757 -1.136532 5.109452
12 C -0.010248 1.029498 -0.318595
13 C 1.441437 -2.281536 0.957901
14 C -2.005291 -0.911606 -2.315559
15 C 2.814396 -0.661133 2.196509
16 C -0.468578 4.062759 -1.959234
17 C 2.582010 0.305457 -1.495738
18 C -2.610095 0.446075 -2.186794
19 C 0.407545 -2.280248 -2.702902
20 C -0.147911 1.091155 -5.160200
21 C -0.850264 -1.948194 6.762460
22 C 1.068820 -4.509890 -2.193828
23 C 3.917540 1.438619 1.510111
24 C 4.218030 -1.221143 -1.959895
25 C 3.962663 1.019139 -1.726290
26 C -0.306352 -0.434146 0.138957
27 C -1.429562 4.186528 2.694999
28 C -0.442389 -3.327779 -3.429558
29 C -0.690466 5.260566 0.839570
30 C -2.036441 3.520491 -3.713071
31 C 0.362648 0.781538 2.058008
32 C -0.805966 0.849154 -3.822887
33 C -0.691330 -1.313098 4.457817
34 C -1.665288 -1.425336 5.643571
35 C 0.534325 -2.041449 6.202029
36 C -3.976910 -2.078618 2.234293
37 C -1.666088 -2.718581 2.192912
38 C -2.019219 5.022284 -3.556196
39 C -2.581735 -1.524175 2.504436
40 C -0.344474 1.691417 1.016176
41 C 3.831056 0.010449 1.181254
42 C -3.101452 0.518102 -0.781976
43 C 2.826147 -1.090161 -1.305849
44 C 0.448104 0.868989 -2.927126
45 C -0.857671 3.000315 -2.955113
46 C 2.967415 0.317087 3.367804
47 C -1.756022 4.241926 1.208837
48 C -3.757852 -3.482307 1.745296
49 C 1.476783 -3.073502 -1.997019
50 C -2.627108 -1.705511 -1.158292
51 C 0.494673 4.839882 1.607868
52 C 1.152775 0.309670 -5.180812
53 C 1.140665 -3.729714 0.650216
54 H -0.657183 -2.201872 3.827729
55 H -0.958584 -0.979184 -2.019007
56 H 0.527208 -1.847127 1.362362
57 H 1.384690 1.029831 2.344170
58 H -1.640671 5.444849 -4.486924
59 H 4.615796 -2.163288 -1.582751
60 H -0.881599 -1.170372 7.525416
61 H 2.144045 -2.112147 1.773839
62 H 0.680696 -3.067348 5.864082
63 H 4.081966 1.553613 -2.668728
64 H -1.231779 -0.150308 -3.911605
65 H -0.200904 0.662715 2.983423
66 H -4.572172 -4.161454 1.997746
67 H -3.501609 -2.322594 -1.364572
68 H 1.768289 -0.608644 1.894840
69 H -2.134972 -0.449903 5.770115
70 H 1.315663 -1.828599 6.931630
71 H -1.182959 -2.822805 7.321449
72 H 1.647504 -3.999685 -0.276238
73 H -2.539232 1.167022 -0.110472
74 H 0.103193 -4.009826 0.467777
75 H 2.063048 0.475342 -2.439088
76 H 3.079198 -1.659248 2.545459
77 H 1.013501 1.190094 -0.656585
78 H -1.586007 1.602507 -3.712858
79 H 0.203220 0.315272 -2.020747
80 H -0.259924 -1.696031 -2.069424
81 H -0.709576 1.278901 -1.116612
82 H 3.320630 0.035761 0.218491
83 H 0.611240 3.988749 -1.830252
84 H -1.156482 -2.649729 1.231839
85 H -2.108933 -1.377996 -3.295277
86 H -0.879205 -0.442461 3.829482
87 H -4.141732 0.762020 -0.566527
88 H -4.510810 -1.462652 1.510668
89 H -2.425394 -0.795789 1.708760
90 H -0.001313 -1.145926 -0.628135
91 H -2.475740 -2.109867 5.393196
92 H 0.949729 -0.723579 -5.462360
93 H 0.063248 2.687476 1.188588
94 H 0.129937 2.141263 -5.250596
95 H -0.849792 3.889398 -0.952905
96 H -0.509378 5.272044 -0.235222
97 H 0.412226 -4.916046 -1.424377
98 H 4.825712 -0.431473 1.122431
99 H -0.809676 -3.069862 -4.422867
100 H 1.535466 -2.724874 -0.965952
101 H -2.772044 4.576533 0.999450
102 H -0.968278 6.238395 1.232996
103 H 2.007475 0.681662 -0.649280
104 H -0.783048 0.944985 -6.033899
105 H 4.933137 1.648760 1.845521
106 H 3.805717 0.429300 4.055382
107 H 1.892313 -5.220748 -2.261851
108 H -4.514529 -2.117044 3.181712
109 H 0.978319 5.740268 1.986665
110 H 1.836025 -1.781281 0.073515
111 H 3.631830 2.115509 0.704947
112 H -3.805112 -3.563212 0.659335
113 H 0.724675 1.882121 -2.635280
114 H 2.820104 -1.352937 -0.248013
115 H -1.644042 3.253382 0.763495
116 H -1.651826 5.031744 3.346400
117 H 2.024533 -1.643200 -1.795417
118 H 4.186609 1.900570 -1.125438
119 H -2.966724 3.190733 -3.250560
120 H -1.096075 2.126402 -2.348866
121 H -1.884556 -2.354924 -0.694638
122 H 0.940880 -1.645753 -3.410761
123 H 1.274878 -4.244006 2.494213
124 H 1.952497 0.773509 -5.758204
125 H -2.494968 -1.125753 3.515297
126 H -1.403780 1.693667 1.273013
127 H -1.374512 -0.590012 0.290096
128 H -2.155238 3.237647 -4.758999
129 H -0.862607 -2.824787 2.921765
130 H -1.941277 1.271356 -2.431131
131 H -1.389126 -3.559531 -2.941662
132 H 0.016453 2.791986 -3.572064
133 H 4.299176 -1.412621 -3.029876
134 H 2.431962 -2.997345 -2.516550
135 H 1.041224 4.189141 0.925283
136 H -3.524540 0.550371 -2.770754
137 H -1.880180 3.359140 3.243139
138 H -3.008492 5.359163 -3.246417
139 H 2.064007 0.173123 3.960432

Forces on atoms 1 to 6 (eV/Å):
0.31 -2.04 1.37
-0.87 -0.41 -2.13
1.33 -0.67 -0.32
-3.32 -1.48 -0.50
0.76 2.30 -0.98
0.03 -0.17 2.56

Calculated values
- energy (eV) = -67439.76862
- SMILES = C1CCOC1.C1CCOC1.C1CCOC1.C1CCOC1.C1CCOC1.C1CCOC1.C1CCOC1.C1CCOC1.C1CCOC1.C1CCOC1.CCO
- molecular weight (g/mol) = 767.14
- relative energy (zero: lowest compared OMol25 entry of this formula, charge and spin) (kcal per mole) = 583.60
- frontier orbital gap (eV) = 8.4

Löwdin atomic charge list, values in e, 99 entries:
1 O -0.033
2 O -0.106
3 O -0.109
4 O -0.234
5 O -0.187
6 O -0.157
7 O -0.276
8 O -0.108
9 O -0.086
10 O -0.185
11 O -0.123
12 C -0.114
13 C -0.121
14 C -0.172
15 C -0.136
16 C -0.137
17 C -0.191
18 C -0.147
19 C -0.120
20 C -0.140
21 C -0.179
22 C -0.196
23 C -0.125
24 C -0.129
25 C -0.153
26 C -0.115
27 C -0.163
28 C -0.148
29 C -0.184
30 C -0.132
31 C -0.047
32 C -0.222
33 C -0.194
34 C -0.157
35 C -0.213
36 C -0.140
37 C -0.177
38 C -0.181
39 C -0.124
40 C -0.109
41 C -0.124
42 C -0.144
43 C -0.220
44 C -0.226
45 C -0.273
46 C -0.185
47 C -0.162
48 C -0.204
49 C -0.229
50 C -0.135
51 C -0.221
52 C -0.122
53 C -0.308
54 H 0.062
55 H 0.020
56 H 0.038
57 H 0.084
58 H 0.123
59 H 0.127
60 H 0.112
61 H 0.055
62 H 0.119
63 H 0.116
64 H 0.110
65 H 0.109
66 H 0.122
67 H 0.133
68 H 0.030
69 H 0.122
70 H 0.127
71 H 0.120
72 H 0.073
73 H 0.108
74 H 0.113
75 H 0.061
76 H 0.126
77 H 0.074
78 H 0.058
79 H 0.077
80 H 0.025
81 H 0.074
82 H 0.045
83 H 0.141
84 H 0.089
85 H 0.129
86 H 0.081
87 H 0.138
88 H 0.108
89 H 0.093
90 H 0.108
91 H 0.115
92 H 0.124
93 H 0.075
94 H 0.112
95 H 0.078
96 H 0.075
97 H 0.117
98 H 0.139
99 H 0.122